The following is a DFT calculation (ωB97M-V/def2-TZVPD) of 17 unconnected molecules or ions with the total composition C51H142N24O23 at a distorted geometry.

Summary:
HOMO-LUMO gap: 8.727 eV
E_tot: -138046.558 eV
multiplicity: 1
lowest unoccupied orbital energy: 0.2 eV

Cartesian coordinates (Å):
C (-28.849, 3.262, 12.742)
O (-28.371, 2.766, 13.755)
N (-28.230, 3.536, 11.638)
N (-30.169, 3.650, 12.976)
H (-28.624, 3.888, 10.775)
H (-27.280, 3.169, 11.556)
H (-30.499, 3.102, 13.777)
H (-30.726, 3.714, 12.148)
C (-24.697, 8.600, 5.889)
O (-24.887, 8.101, 4.795)
N (-23.724, 8.260, 6.759)
N (-25.444, 9.706, 6.323)
H (-23.346, 8.915, 7.438)
H (-23.038, 7.541, 6.538)
H (-26.356, 9.794, 5.882)
H (-25.436, 10.044, 7.293)
C (-18.720, 4.536, 5.758)
O (-17.569, 4.156, 5.528)
N (-19.859, 4.365, 4.950)
N (-18.928, 5.449, 6.801)
H (-20.732, 4.608, 5.401)
H (-19.897, 3.618, 4.274)
H (-19.810, 5.514, 7.278)
H (-18.125, 5.453, 7.347)
C (-26.863, 10.150, 11.770)
O (-27.506, 11.185, 11.524)
N (-26.474, 9.417, 10.685)
N (-26.467, 9.708, 12.968)
H (-26.572, 9.895, 9.792)
H (-25.826, 8.640, 10.728)
H (-26.884, 10.083, 13.832)
H (-26.251, 8.706, 12.967)
C (-25.300, 5.810, 12.293)
O (-25.281, 7.030, 12.059)
N (-26.168, 5.357, 13.242)
N (-24.393, 5.020, 11.720)
H (-26.261, 4.380, 13.502)
H (-26.571, 6.088, 13.836)
H (-24.428, 4.017, 11.732)
H (-23.719, 5.528, 11.156)
C (-23.187, 5.352, 7.224)
O (-22.080, 5.836, 7.027)
N (-23.892, 4.815, 6.282)
N (-23.584, 5.183, 8.499)
H (-23.461, 4.795, 5.348)
H (-24.682, 4.230, 6.434)
H (-22.996, 5.681, 9.165)
H (-24.601, 5.124, 8.642)
C (-25.473, 1.275, 12.159)
O (-25.589, 2.351, 11.554)
N (-24.985, 0.193, 11.497)
N (-26.012, 1.074, 13.403)
H (-24.708, -0.610, 12.002)
H (-24.468, 0.480, 10.692)
H (-26.666, 1.829, 13.652)
H (-26.248, 0.132, 13.737)
C (-25.922, 13.416, 13.803)
O (-25.065, 13.901, 14.563)
N (-25.872, 13.551, 12.412)
N (-27.042, 12.634, 14.113)
H (-25.334, 14.366, 12.182)
H (-26.740, 13.410, 11.910)
H (-26.941, 12.082, 14.979)
H (-27.538, 12.129, 13.385)
C (-31.565, 3.886, 9.011)
O (-31.426, 4.093, 10.200)
N (-30.987, 4.670, 8.135)
N (-32.282, 2.806, 8.536)
H (-30.267, 5.305, 8.386)
H (-30.981, 4.426, 7.174)
H (-32.882, 2.925, 7.708)
H (-32.787, 2.387, 9.274)
C (-28.415, 5.851, 16.328)
C (-28.309, 7.398, 16.309)
C (-27.650, 7.810, 17.635)
O (-27.530, 7.831, 15.222)
H (-28.982, 5.432, 17.143)
H (-27.404, 5.471, 16.249)
H (-28.959, 5.623, 15.407)
H (-29.332, 7.786, 16.295)
H (-26.700, 7.252, 17.717)
H (-28.239, 7.502, 18.535)
H (-27.400, 8.855, 17.689)
H (-28.036, 7.748, 14.368)
C (-30.758, 7.201, 11.326)
C (-30.226, 7.923, 12.510)
C (-31.202, 8.102, 13.623)
O (-29.071, 7.220, 12.939)
H (-29.978, 7.162, 10.575)
H (-31.441, 7.863, 10.803)
H (-31.207, 6.237, 11.437)
H (-29.835, 8.861, 12.065)
H (-31.486, 7.188, 14.165)
H (-32.124, 8.546, 13.140)
H (-30.773, 8.882, 14.296)
H (-29.320, 6.257, 12.967)
C (-34.990, -3.096, 11.181)
O (-33.749, -2.403, 11.444)
C (-32.688, -2.885, 10.724)
C (-31.486, -1.985, 11.121)
N (-31.828, -0.650, 10.703)
C (-30.907, 0.485, 10.890)
C (-29.951, 0.646, 9.716)
O (-29.061, -0.518, 9.764)
C (-28.157, -0.491, 10.785)
H (-35.733, -2.342, 11.436)
H (-35.131, -4.005, 11.831)
H (-35.061, -3.344, 10.081)
H (-32.744, -2.743, 9.669)
H (-32.505, -3.920, 10.923)
H (-30.581, -2.363, 10.679)
H (-31.416, -1.902, 12.256)
H (-32.721, -0.501, 11.059)
H (-30.426, 0.389, 11.870)
H (-31.608, 1.319, 10.994)
H (-29.310, 1.531, 9.823)
H (-30.463, 0.599, 8.766)
H (-27.937, -1.485, 11.118)
H (-28.538, 0.065, 11.651)
H (-27.266, -0.015, 10.417)
C (-21.619, 3.658, 12.591)
O (-21.558, 4.487, 11.511)
C (-20.447, 5.310, 11.348)
C (-20.369, 6.151, 10.134)
N (-21.411, 7.057, 9.951)
C (-21.627, 8.159, 10.869)
C (-22.813, 8.906, 10.419)
O (-22.710, 9.365, 9.064)
C (-21.898, 10.499, 8.873)
H (-22.615, 3.174, 12.648)
H (-21.426, 4.200, 13.519)
H (-20.974, 2.804, 12.517)
H (-19.512, 4.766, 11.431)
H (-20.388, 5.974, 12.286)
H (-20.373, 5.577, 9.227)
H (-19.362, 6.658, 10.287)
H (-21.588, 7.426, 9.034)
H (-20.704, 8.731, 10.956)
H (-21.857, 7.866, 11.914)
H (-22.904, 9.733, 11.126)
H (-23.675, 8.259, 10.492)
H (-22.260, 11.301, 9.490)
H (-21.834, 10.794, 7.829)
H (-20.863, 10.215, 9.201)
C (-19.550, 1.969, 8.360)
O (-20.616, 1.588, 9.169)
C (-21.741, 2.410, 8.841)
C (-22.934, 1.941, 9.606)
N (-23.470, 0.650, 9.150)
C (-24.537, 0.873, 8.204)
C (-24.789, -0.470, 7.520)
O (-25.972, -0.429, 6.702)
C (-27.121, -0.806, 7.432)
H (-19.680, 1.601, 7.321)
H (-18.698, 1.475, 8.756)
H (-19.342, 3.051, 8.310)
H (-21.920, 2.505, 7.749)
H (-21.497, 3.404, 9.245)
H (-23.755, 2.661, 9.649)
H (-22.542, 1.806, 10.628)
H (-22.713, 0.047, 8.888)
H (-24.296, 1.671, 7.443)
H (-25.403, 1.238, 8.774)
H (-25.024, -1.258, 8.238)
H (-23.993, -0.862, 6.920)
H (-27.462, -0.040, 8.175)
H (-26.886, -1.661, 8.021)
H (-27.972, -0.966, 6.765)
C (-19.394, 10.834, 18.100)
O (-19.379, 10.497, 16.685)
C (-19.804, 11.632, 15.959)
C (-21.286, 11.829, 16.155)
N (-21.964, 10.691, 15.441)
C (-23.292, 10.410, 16.037)
C (-23.792, 9.224, 15.292)
O (-22.897, 8.133, 15.455)
C (-23.266, 6.875, 14.889)
H (-18.935, 11.820, 18.302)
H (-18.839, 10.031, 18.613)
H (-20.404, 10.848, 18.452)
H (-19.633, 11.486, 14.893)
H (-19.249, 12.536, 16.296)
H (-21.542, 12.795, 15.708)
H (-21.556, 11.814, 17.209)
H (-21.417, 9.840, 15.713)
H (-23.992, 11.279, 15.890)
H (-23.358, 10.060, 17.079)
H (-23.878, 9.504, 14.262)
H (-24.838, 8.975, 15.622)
H (-23.347, 6.975, 13.803)
H (-24.218, 6.509, 15.360)
H (-22.504, 6.167, 15.159)
C (-25.019, 2.981, 16.172)
O (-24.359, 3.538, 17.330)
C (-25.072, 4.269, 18.339)
C (-24.026, 4.947, 19.167)
N (-23.264, 5.912, 18.365)
C (-22.449, 6.670, 19.277)
C (-21.475, 7.471, 18.414)
O (-20.733, 6.507, 17.744)
C (-19.892, 7.040, 16.679)
H (-24.386, 2.185, 15.861)
H (-25.189, 3.704, 15.346)
H (-25.983, 2.498, 16.438)
H (-25.580, 3.484, 18.897)
H (-25.692, 4.993, 17.822)
H (-23.337, 4.149, 19.492)
H (-24.486, 5.416, 19.971)
H (-22.711, 5.409, 17.696)
H (-21.913, 6.017, 19.974)
H (-23.158, 7.336, 19.874)
H (-20.779, 8.122, 18.999)
H (-22.071, 8.048, 17.735)
H (-20.388, 7.866, 16.139)
H (-19.655, 6.260, 15.920)
H (-18.982, 7.458, 17.153)
C (-29.039, 3.066, 4.183)
O (-29.255, 3.300, 5.582)
C (-28.553, 2.441, 6.403)
C (-27.097, 2.852, 6.478)
N (-26.804, 4.139, 7.087)
C (-26.994, 4.157, 8.524)
C (-27.098, 5.612, 8.945)
O (-28.335, 6.174, 8.463)
C (-28.301, 7.212, 7.450)
H (-29.903, 3.387, 3.600)
H (-29.004, 2.004, 3.993)
H (-28.101, 3.402, 3.814)
H (-28.600, 1.448, 5.960)
H (-29.124, 2.588, 7.368)
H (-26.671, 2.776, 5.470)
H (-26.584, 2.007, 6.969)
H (-27.378, 4.841, 6.640)
H (-26.135, 3.666, 8.969)
H (-27.851, 3.571, 8.817)
H (-26.214, 6.133, 8.615)
H (-27.077, 5.796, 10.023)
H (-28.274, 6.783, 6.435)
H (-27.443, 7.808, 7.598)
H (-29.229, 7.821, 7.587)

Löwdin atomic charge list, values in e, 99 entries:
1. C -0.701
2. O -0.020
3. N 0.229
4. N 0.164
5. H 0.094
6. H 0.070
7. H 0.116
8. H 0.035
9. C -0.681
10. O 0.020
11. N 0.175
12. N 0.124
13. H 0.060
14. H 0.073
15. H 0.093
16. H 0.087
17. C -0.625
18. O 0.009
19. N 0.151
20. N 0.151
21. H 0.056
22. H 0.094
23. H 0.035
24. H 0.068
25. C -0.665
26. O -0.037
27. N 0.167
28. N 0.192
29. H 0.100
30. H 0.051
31. H 0.102
32. H 0.072
33. C -0.661
34. O -0.039
35. N 0.207
36. N 0.214
37. H 0.071
38. H 0.089
39. H 0.055
40. H 0.088
41. C -0.748
42. O -0.018
43. N 0.220
44. N 0.211
45. H 0.144
46. H 0.066
47. H 0.074
48. H 0.073
49. C -0.625
50. O -0.046
51. N 0.190
52. N 0.179
53. H 0.102
54. H 0.034
55. H 0.058
56. H 0.122
57. C -0.618
58. O -0.005
59. N 0.131
60. N 0.124
61. H 0.089
62. H 0.076
63. H 0.100
64. H 0.046
65. C -0.688
66. O 0.010
67. N 0.216
68. N 0.166
69. H 0.075
70. H 0.091
71. H 0.120
72. H 0.076
73. C -0.042
74. C -0.491
75. C -0.053
76. O -0.086
77. H 0.079
78. H 0.058
79. H 0.060
80. H 0.126
81. H 0.067
82. H 0.094
83. H 0.064
84. H 0.055
85. C -0.062
86. C -0.511
87. C -0.048
88. O -0.089
89. H 0.073
90. H 0.088
91. H 0.059
92. H 0.152
93. H 0.090
94. H 0.101
95. H 0.089
96. H 0.097
97. C -0.073
98. O -0.206
99. C -0.264